The following is a DFT calculation (ωB97M-V/def2-TZVPD) of C36H48BaN3O5Si as an isolated structure at a distorted geometry.

## Properties
Lowest unoccupied orbital energy: 2.279 eV
Gap between HOMO and LUMO: 6.17 eV
Charge: -1
Maximum force: 4.61 eV/A

```
94
Properties=species:S:1:pos:R:3:forces:R:3:mulliken_charge:R:1
Ba -0.1529 1.7530 0.6768 1.3494 -1.8264 -4.0142 1.740
C -4.9037 2.5918 2.2758 0.1501 0.0013 -0.0444 -1.819
C -3.8803 1.6171 1.6906 0.0265 0.0978 -0.1103 1.955
C -4.4765 0.8180 0.5434 0.1665 -0.0516 0.1603 -1.364
O -3.4585 0.7120 2.7112 -0.0257 0.0205 -0.1481 -0.640
C -2.6277 2.4080 1.2186 -2.0588 0.2308 0.4355 0.286
O -1.7979 2.6832 2.1240 -0.9286 0.5457 0.9041 -0.818
O -2.4650 2.6499 0.0065 -0.3670 0.2596 -0.0482 -0.704
H -5.7455 2.0250 2.6758 -0.0194 0.0056 -0.0235 0.408
H -5.2624 3.2840 1.5114 -0.0160 0.0200 0.0262 0.350
H -4.4475 3.1586 3.0886 -0.0190 0.0295 -0.0097 0.345
H -5.3089 0.2133 0.9072 -0.0140 0.0250 0.0049 0.480
H -3.7188 0.1576 0.1199 -0.0376 -0.0147 -0.0401 0.048
H -4.8218 1.4941 -0.2369 -0.0297 -0.0321 -0.0225 0.226
H -2.6994 1.1433 3.1325 -0.0052 0.0218 0.0580 0.336
C -0.4226 -0.6529 -0.9810 0.4382 -0.5801 -0.0330 -0.500
Si 0.7048 -2.0759 -0.9003 -0.5148 0.0873 -0.1062 0.124
C 0.8455 -2.8456 0.8539 0.1568 0.1860 -0.0235 -1.056
N 1.0478 -1.8570 1.9135 -0.1749 0.1150 -0.0018 0.715
C 2.4366 -1.4508 2.0680 0.0219 -0.0881 0.0390 0.009
C 3.2894 -2.4709 2.8346 -0.0601 0.0972 0.0372 -0.618
C 2.6621 -2.7257 4.2039 -0.0328 -0.1289 -0.1137 -0.658
C 1.2293 -3.2219 4.0143 0.0181 0.1373 0.0135 -0.564
C 0.4385 -2.1934 3.1933 0.1514 -0.1803 -0.0485 -0.776
C 2.4421 -1.6906 -1.5707 -0.1160 0.0736 0.1056 0.168
C 2.6586 -0.5779 -2.3830 -0.0194 0.0240 0.0154 -0.500
C 3.9048 -0.3215 -2.9412 0.0494 0.0423 -0.0540 -0.524
C 4.9688 -1.1755 -2.6888 -0.0135 -0.0107 0.0110 -0.528
C 4.7766 -2.2857 -1.8760 0.0468 -0.0133 0.0042 -0.736
C 3.5263 -2.5364 -1.3296 0.0315 0.0070 -0.0251 0.271
C 0.2647 -3.6649 -1.9059 0.1451 0.0264 0.1273 0.452
C 1.0000 -4.1214 -3.0033 -0.0323 0.0294 0.0340 -0.152
C 0.6933 -5.3163 -3.6423 -0.0225 -0.0399 -0.0578 -0.688
C -0.3679 -6.0920 -3.1991 0.0142 -0.0193 -0.0120 -0.381
C -1.1357 -5.6462 -2.1319 -0.0540 -0.0002 0.0167 -0.675
C -0.8220 -4.4488 -1.5051 -0.0047 0.0436 -0.0158 -0.338
H -1.4283 -0.9575 -0.6522 -0.0050 0.0408 0.0721 -0.081
H -0.5165 -0.2645 -2.0024 0.0126 0.0531 0.0316 -0.262
H 1.6047 -3.6467 0.8865 -0.0700 -0.0794 -0.1031 0.221
H -0.1075 -3.3483 1.0423 -0.0408 0.0096 -0.0538 0.621
H 2.4537 -0.5053 2.6194 -0.0153 0.0753 -0.0103 -0.083
H 2.8611 -1.2719 1.0787 -0.0286 0.0637 0.0042 -0.079
H 4.3115 -2.0945 2.9340 0.0033 -0.0179 -0.0262 0.435
H 3.3362 -3.4130 2.2780 0.0607 0.0103 -0.0018 0.229
H 2.6367 -1.7835 4.7632 0.0416 0.0020 0.0542 0.176
H 3.2533 -3.4403 4.7835 -0.0013 0.0242 0.0130 0.389
H 0.7382 -3.3665 4.9811 -0.0119 -0.0498 -0.0083 0.403
H 1.2439 -4.1892 3.5000 -0.0330 0.0117 -0.0016 0.257
H 0.3617 -1.2727 3.7762 -0.0349 0.1297 0.0554 0.173
H -0.5743 -2.5577 3.0078 -0.0083 0.0956 0.0027 0.459
H 1.8299 0.0965 -2.5783 0.0088 -0.0017 0.0021 0.227
H 4.0496 0.5456 -3.5760 -0.0130 0.0015 0.0136 0.393
H 5.9426 -0.9789 -3.1212 -0.0017 0.0076 0.0026 0.341
H 5.6032 -2.9567 -1.6722 -0.0042 0.0021 0.0019 0.398
H 3.3881 -3.4154 -0.7070 0.0091 -0.0003 -0.0065 0.350
H 1.8349 -3.5311 -3.3653 0.0341 -0.0407 0.0166 0.305
H 1.2883 -5.6491 -4.4858 0.0061 0.0138 0.0068 0.378
H -0.5942 -7.0373 -3.6784 -0.0176 0.0210 -0.0226 0.361
H -1.9782 -6.2356 -1.7873 0.0054 0.0058 0.0026 0.367
H -1.4430 -4.1052 -0.6830 -0.0107 -0.0586 0.0099 0.255
C -2.6975 1.0991 -3.6659 0.0226 -0.0042 0.0103 -0.374
C -3.3547 1.7369 -4.9223 0.0691 0.0556 0.0424 -0.744
N -2.5188 2.8330 -5.4252 -0.0468 0.0518 -0.0293 -0.198
C -2.3743 3.8369 -4.3657 0.0146 -0.0609 -0.0397 -0.814
C -1.7111 3.1956 -3.1159 -0.0284 -0.0651 -0.0442 -0.229
N -1.4410 1.7819 -3.3734 0.1274 0.0714 0.0403 0.029
C -0.5427 1.6538 -4.5160 -0.0782 0.0022 0.0059 -0.556
C -1.1939 2.3085 -5.7661 -0.0590 0.0064 0.0527 -0.874
H -2.4814 0.0396 -3.8192 -0.0139 -0.0070 0.0486 0.433
H -3.3361 1.1904 -2.7849 -0.0039 -0.0415 -0.0045 0.125
H -4.3380 2.1495 -4.6839 -0.0178 -0.0258 -0.0493 0.337
H -3.4775 1.0118 -5.7305 -0.0217 -0.0186 0.0276 0.305
H -3.3700 4.2248 -4.1377 0.0198 0.0254 0.0238 0.370
H -1.7757 4.6615 -4.7615 -0.0195 0.0102 0.0067 0.244
H -2.3485 3.2505 -2.2336 0.0357 0.0822 -0.0127 0.056
H -0.7591 3.6810 -2.8823 -0.0232 0.0373 0.0263 0.446
H -0.3485 0.5909 -4.6782 0.0333 0.0033 0.0192 0.312
H 0.4058 2.1332 -4.2596 0.0096 -0.0107 -0.0276 0.466
H -1.3173 1.5862 -6.5767 0.0428 0.0226 -0.0192 0.344
H -0.5932 3.1423 -6.1379 0.0148 -0.0357 -0.0491 0.296
O 1.6408 3.1153 1.7736 0.3715 0.4738 0.1808 -0.873
C 1.2596 2.5257 2.8114 0.7641 0.3922 1.3884 0.655
O 0.6888 1.4076 2.8376 0.7567 -0.4697 1.4821 -0.858
C 1.4574 3.2006 4.1527 -0.1157 0.0458 -0.1633 0.248
C 1.0332 4.5103 4.3361 0.0977 0.0273 -0.0201 -0.539
C 1.1382 5.1065 5.5843 -0.0074 0.0410 0.0161 -0.576
C 1.6904 4.4049 6.6466 0.0296 -0.0109 0.0353 -0.399
C 2.1320 3.1020 6.4596 0.0147 -0.0063 0.0133 -0.599
C 2.0013 2.4966 5.2193 -0.0244 -0.0488 -0.0271 -0.104
H 0.6140 5.0498 3.4961 -0.0009 -0.0079 0.0069 0.410
H 0.7880 6.1209 5.7328 -0.0036 -0.0065 -0.0202 0.368
H 1.7757 4.8693 7.6215 -0.0018 0.0142 -0.0127 0.360
H 2.5681 2.5532 7.2856 -0.0051 0.0030 -0.0047 0.387
H 2.3160 1.4710 5.0691 -0.0377 -0.0064 0.0011 0.435
```
Positions in Å, forces in eV/Å.